Record 1
{
  "formula": "C33H35AsIrN4SSb2Se4",
  "method": "the ωB97M-V functional and the def2-TZVPD basis",
  "lumo_energy_ev": 1.68,
  "charge": -1,
  "gap_ev": 6.1,
  "homo_ev": -4.46,
  "energy_ev": -389725.178,
  "relative_energy_kcal_mol": 42.94,
  "symbols": ["Ir", "N", "C", "N", "C", "N", "S", "C", "N", "C", "C", "C", "C", "C", "C", "H", "H", "H", "H", "H", "C", "C", "C", "C", "C", "C", "As", "C", "C", "C", "C", "C", "C", "C", "C", "C", "C", "C", "C", "H", "H", "H", "H", "H", "H", "H", "H", "H", "H", "H", "H", "H", "H", "H", "C", "C", "Sb", "C", "C", "C", "C", "H", "H", "H", "H", "H", "H", "H", "H", "H", "H", "H", "H", "H", "H", "H", "Se", "Sb", "Se", "Se", "Se"],
  "xyz": [[-0.29658, 0.34302, 0.69355], [5.91585, -3.00149, 0.00073], [4.87232, -3.36030, 0.35492], [3.72910, -3.84542, 0.79208], [2.66253, -3.19264, 0.97668], [1.68124, -2.63456, 1.28834], [-1.27861, 4.68785, 1.84374], [-1.12147, 2.97181, 1.89125], [-0.78162, 2.40732, 0.77745], [-0.63955, 3.34625, -0.23865], [-0.34142, 3.04812, -1.56682], [-0.21627, 4.09287, -2.45656], [-0.39330, 5.41946, -2.04059], [-0.71861, 5.72151, -0.73386], [-0.85120, 4.66644, 0.16430], [-1.29092, 2.40225, 2.79392], [-0.21729, 2.00768, -1.84750], [0.02126, 3.88812, -3.49247], [-0.28052, 6.22193, -2.75806], [-0.86925, 6.74564, -0.41869], [3.39772, 5.33172, 1.15143], [3.82802, 4.69259, -0.00214], [3.43914, 3.38527, -0.26920], [2.60342, 2.70825, 0.61180], [2.19682, 3.34915, 1.77936], [2.58656, 4.65201, 2.05045], [2.03212, 0.84539, 0.39905], [2.67313, 0.40675, -1.37481], [2.35882, 1.23581, -2.44993], [2.70150, 0.86812, -3.74048], [3.34974, -0.33706, -3.97249], [3.66203, -1.16830, -2.90947], [3.32366, -0.79505, -1.61633], [3.33345, 0.07065, 1.61133], [2.88330, -0.35174, 2.85709], [3.78356, -0.85333, 3.78517], [5.13131, -0.94917, 3.46307], [5.58043, -0.53577, 2.21724], [4.68384, -0.01423, 1.29527], [3.70306, 6.35063, 1.35537], [4.47658, 5.21013, -0.69857], [3.79415, 2.89533, -1.16617], [1.58071, 2.81252, 2.49291], [2.25963, 5.13408, 2.96399], [1.84457, 2.17386, -2.28383], [2.44372, 1.51570, -4.57001], [3.59581, -0.63577, -4.98361], [4.14570, -2.11981, -3.07488], [3.57558, -1.45211, -0.79692], [1.82149, -0.32194, 3.07788], [3.42847, -1.19483, 4.74953], [5.83023, -1.36915, 4.17581], [6.62104, -0.64810, 1.94444], [5.04044, 0.29340, 0.31958], [-3.86225, 0.15207, 2.66863], [-4.12104, 0.68558, 1.26209], [-2.66661, -0.10040, -0.13265], [-3.49006, -2.03258, -0.51498], [-4.94035, -2.24559, -0.10615], [-3.24622, 1.04210, -1.85294], [-4.65426, 0.72520, -2.34341], [-4.49805, 0.63584, 3.41510], [-2.81801, 0.29797, 2.95795], [-4.04760, -0.92292, 2.72651], [-4.02465, 1.77535, 1.23523], [-5.13077, 0.44598, 0.92322], [-2.83199, -2.74067, -0.01139], [-3.33897, -2.21720, -1.57849], [-5.09203, -2.10992, 0.96654], [-5.23870, -3.26688, -0.35301], [-5.62044, -1.56645, -0.62497], [-2.50665, 0.82731, -2.62464], [-3.14311, 2.09447, -1.57601], [-4.71490, -0.30105, -2.71009], [-4.94647, 1.38558, -3.16360], [-5.39695, 0.84021, -1.55031], [1.99443, -4.43411, -2.82653], [-0.17756, -3.57826, -2.48944], [-0.10700, -1.96139, 1.14742], [-1.85355, -5.09927, -1.75733], [-0.65190, -1.28544, -2.99880]],
  "forces_ev_per_angstrom": [[0.6, 0.3, 0.0], [-0.1, -0.1, 0.0], [0.0, 0.1, 0.0], [-0.1, -0.2, 0.0], [0.1, 0.3, 0.1], [0.0, 0.1, -0.2], [0.0, 0.0, 0.0], [-0.1, 0.1, -0.1], [0.1, -0.3, 0.0], [0.0, 0.1, -0.1], [0.0, 0.0, 0.0], [0.0, 0.0, 0.0], [0.0, 0.0, 0.0], [0.0, 0.1, 0.0], [0.0, -0.1, 0.1], [0.0, 0.0, 0.0], [-0.1, 0.0, 0.0], [0.0, 0.0, 0.0], [0.0, 0.0, 0.0], [0.0, 0.0, 0.0], [0.0, 0.0, 0.0], [0.0, 0.0, 0.0], [0.0, 0.0, 0.0], [0.0, 0.0, 0.0], [0.0, 0.0, 0.0], [0.0, 0.0, 0.0], [-0.1, 0.1, 0.0], [0.0, 0.0, 0.0], [0.0, 0.0, 0.0], [0.0, 0.0, 0.0], [0.0, 0.0, 0.0], [0.0, 0.0, 0.0], [0.0, 0.0, 0.1], [0.0, 0.0, 0.0], [0.0, 0.0, 0.0], [0.0, 0.0, 0.0], [0.0, 0.0, 0.0], [0.0, 0.0, 0.0], [0.0, 0.0, 0.0], [0.0, 0.0, 0.0], [0.0, 0.0, 0.0], [0.0, 0.0, 0.0], [0.0, 0.0, 0.0], [0.0, 0.0, 0.0], [0.1, -0.1, 0.0], [0.0, 0.0, 0.0], [0.0, 0.0, 0.0], [0.0, 0.0, 0.0], [0.0, 0.0, 0.0], [0.0, 0.0, 0.0], [0.0, 0.0, 0.0], [0.0, 0.0, 0.0], [0.0, 0.0, 0.0], [0.0, 0.0, 0.0], [0.0, 0.0, 0.0], [0.0, 0.0, -0.1], [-0.2, 0.0, 0.1], [0.1, 0.0, 0.0], [0.0, 0.0, 0.0], [0.0, 0.0, 0.0], [0.0, 0.0, 0.0], [0.0, 0.0, 0.0], [0.0, 0.0, 0.0], [0.0, 0.0, 0.0], [0.0, 0.0, 0.0], [0.0, 0.0, 0.0], [0.0, 0.0, 0.0], [0.0, 0.0, 0.0], [0.0, 0.0, 0.0], [0.0, 0.0, 0.0], [0.0, 0.0, 0.0], [0.0, 0.0, 0.0], [0.0, 0.0, 0.0], [0.0, 0.0, 0.0], [0.0, 0.0, 0.0], [0.0, 0.0, 0.0], [0.1, 0.0, 0.0], [-0.1, 0.1, 0.1], [-0.1, -0.5, -0.1], [0.0, 0.1, -0.1], [0.0, -0.2, 0.0]]
}

Record 2
{
  "formula": "C33H35BBr2N3O8P",
  "method": "the ωB97M-V functional and the def2-TZVPD basis",
  "smiles": "O=CCc1cc(CCCBr)c2c(c1CCCBr)C(=O)C(B(O)O)=C(P(=O)(O)O)C2=O.c1ccncc1.c1ccncc1.c1ccncc1",
  "lumo_energy_ev": -1.80,
  "gap_ev": 7.2,
  "homo_ev": -8.98,
  "energy_ev": -205686.135,
  "symbols": ["O", "C", "C", "C", "C", "C", "C", "C", "C", "Br", "C", "C", "C", "C", "C", "C", "Br", "C", "O", "C", "B", "O", "O", "C", "P", "O", "O", "O", "C", "O", "H", "H", "H", "H", "H", "H", "H", "H", "H", "H", "H", "H", "H", "H", "H", "H", "H", "H", "H", "H", "C", "C", "C", "N", "C", "C", "H", "H", "H", "H", "H", "C", "C", "C", "N", "C", "C", "H", "H", "H", "H", "H", "C", "C", "C", "N", "C", "C", "H", "H", "H", "H", "H"],
  "xyz": [[-1.72714, 3.88975, 1.95674], [-1.11139, 3.13506, 1.14344], [-1.89359, 1.88995, 0.45431], [-0.94181, 0.62249, 0.64702], [-0.26599, 0.04692, -0.63983], [0.73264, -1.17356, -0.57664], [1.41988, -1.69303, -1.91941], [0.50417, -2.86839, -2.53630], [-1.04151, -2.48389, -2.70376], [-1.14781, -1.01777, -4.05124], [0.99926, -1.78379, 0.82424], [0.29498, -1.21261, 2.11824], [-0.68867, -0.01052, 2.06817], [-1.39936, 0.54713, 3.38283], [-0.39753, 1.25677, 4.42149], [-1.31084, 1.87485, 5.59799], [-2.27590, 0.42432, 6.61074], [0.71526, -1.96268, 3.48270], [-0.08738, -2.16437, 4.43215], [2.25684, -2.46174, 3.51356], [3.02232, -2.32009, 4.93779], [4.27694, -1.58656, 4.96281], [2.55366, -2.82004, 6.19069], [2.92094, -2.96094, 2.34269], [4.72188, -3.51136, 2.29389], [4.91435, -4.40566, 1.04473], [5.22141, -4.43758, 3.62652], [5.69277, -2.12822, 2.01478], [2.04283, -3.00542, 0.97890], [2.12031, -3.91415, 0.12637], [0.00633, 3.34377, 0.93955], [-2.94947, 1.76598, 0.86355], [-1.92019, 2.14240, -0.66456], [-0.47613, 0.51577, -1.66356], [1.64660, -0.85429, -2.66153], [2.42343, -2.18037, -1.62529], [0.56755, -3.82247, -1.89689], [0.92943, -3.14224, -3.57160], [-1.56969, -2.23353, -1.71939], [-1.57706, -3.38745, -3.15569], [-2.15340, 1.35164, 3.05701], [-2.00525, -0.31489, 3.83137], [0.33016, 0.51819, 4.89667], [0.10456, 2.13191, 3.88625], [-2.14508, 2.50133, 5.11965], [-0.69937, 2.52650, 6.32054], [4.24556, -0.99059, 4.18130], [2.01019, -3.63044, 6.08594], [4.49527, -5.00138, 3.97695], [6.00151, -1.72879, 2.86038], [-1.60632, 6.84910, -3.12624], [-1.00774, 5.79873, -3.80738], [-0.73415, 4.63478, -3.10771], [-1.01090, 4.46277, -1.80475], [-1.58886, 5.49682, -1.16818], [-1.90533, 6.69918, -1.77976], [-1.83732, 7.77600, -3.64000], [-0.75978, 5.88204, -4.85818], [-0.26981, 3.78468, -3.59756], [-1.79967, 5.33300, -0.11630], [-2.37275, 7.49809, -1.21785], [-6.37560, -4.66368, -3.88432], [-5.58386, -3.57162, -4.20891], [-4.21006, -3.69786, -4.08223], [-3.59795, -4.81586, -3.65929], [-4.38722, -5.85696, -3.35013], [-5.76904, -5.83248, -3.44633], [-7.45509, -4.60469, -3.97150], [-6.02348, -2.64373, -4.55287], [-3.54792, -2.87386, -4.32653], [-3.86671, -6.74625, -3.00928], [-6.35624, -6.70395, -3.18510], [4.08840, 3.19936, -2.16864], [3.38808, 2.01015, -2.02530], [2.29876, 1.99002, -1.16890], [1.88222, 3.05535, -0.46477], [2.57844, 4.19278, -0.62063], [3.67812, 4.31612, -1.45425], [4.94586, 3.25551, -2.83053], [3.68113, 1.11906, -2.56672], [1.71597, 1.08445, -1.02510], [2.22138, 5.03677, -0.03854], [4.20099, 5.26026, -1.54250]],
  "forces_ev_per_angstrom": [[2.1, -2.6, -2.8], [-2.3, 1.5, 2.2], [1.9, 0.2, -0.1], [1.5, -2.5, -0.5], [0.7, -1.7, 3.6], [-1.5, 1.6, 2.6], [-0.1, -1.0, 1.3], [-0.1, 0.1, -0.4], [0.7, -1.6, 0.2], [-0.3, -0.4, 0.7], [-1.3, 2.1, -0.3], [0.0, 0.9, -2.1], [1.7, -1.4, -2.6], [0.1, 0.0, -1.0], [-1.4, -0.2, 0.5], [0.3, 0.7, -1.0], [0.7, 0.9, -0.4], [-1.8, -0.2, 0.2], [3.3, 0.7, -3.2], [0.4, -0.8, -2.1], [1.0, 0.2, 1.8], [-2.7, -0.6, -0.9], [0.9, -0.1, -2.7], [-2.3, 1.6, 2.2], [1.8, -3.3, -4.6], [-0.8, 2.8, 3.6], [-1.3, 2.2, -1.0], [-1.5, -2.0, 2.4], [-0.5, -1.0, -1.4], [-0.1, 3.2, 3.1], [-1.6, -0.8, -0.2], [1.6, 0.3, -0.4], [0.0, -0.4, 1.6], [0.3, -0.7, 1.8], [-0.7, -1.1, 1.1], [-1.5, 0.8, -0.5], [0.0, 1.6, -0.7], [-0.7, 0.4, 1.5], [0.9, 0.1, -1.6], [0.7, 1.4, 0.5], [1.1, -1.2, 0.4], [1.1, 1.3, -0.4], [-0.8, 1.1, -0.9], [-0.4, -1.3, 0.8], [1.3, -0.9, 0.9], [-1.1, -1.3, -1.0], [0.2, -0.5, 0.7], [0.1, 1.0, 0.1], [0.5, 0.5, -0.5], [-0.2, -0.3, -0.6], [0.0, 0.1, 0.0], [-0.1, 0.1, 0.1], [0.0, -0.2, 0.5], [-0.2, 0.6, -0.3], [0.2, -0.5, -0.1], [0.1, 0.0, -0.2], [0.0, -0.1, 0.0], [0.0, 0.0, 0.1], [0.0, 0.0, 0.0], [0.0, 0.1, -0.1], [0.0, -0.1, 0.0], [-0.1, 0.0, 0.0], [-0.1, -0.1, 0.0], [0.4, -0.4, 0.1], [-0.7, 0.1, 0.0], [0.5, 0.3, -0.1], [0.0, 0.1, -0.1], [0.1, 0.0, 0.0], [0.1, 0.0, 0.0], [-0.1, 0.1, 0.0], [-0.1, 0.0, 0.0], [0.1, 0.0, 0.0], [0.1, 0.0, -0.1], [0.1, 0.2, 0.0], [-0.3, 0.3, 0.3], [0.6, 0.0, -0.4], [-0.4, -0.4, 0.2], [0.0, -0.1, -0.1], [-0.1, 0.0, 0.0], [0.0, 0.0, 0.0], [0.3, 0.2, 0.0], [0.0, 0.0, -0.1], [0.0, 0.0, 0.0]]
}